[1]
12 unconnected molecules or ions with the total composition C48H132N12O12. Source: OMol25; level of theory: ωB97M-V/def2-TZVPD.

Last column: Mulliken charge in e.
CARTESIAN COORDINATES (ANGSTROEM)
C -0.12171 -5.45958 -14.65789  -1.38
C 0.14119 -6.93168 -14.53837  0.56
C 1.60436 -7.29950 -14.98877  -0.79
O 1.68282 -7.14596 -16.38261  -0.32
C 2.78055 -6.58872 -17.01358  -0.73
N -0.05739 -7.19460 -13.13268  -0.67
H 0.63983 -4.82054 -14.21092  0.34
H -1.03417 -5.16042 -14.14213  0.35
H -0.21232 -5.03704 -15.65857  0.33
H -0.47144 -7.51071 -15.22939  0.21
H 1.75817 -8.35610 -14.76958  0.33
H 2.34364 -6.74115 -14.41448  0.40
H 3.70435 -7.15569 -16.89847  0.30
H 2.97121 -5.62192 -16.54768  0.33
H 2.58819 -6.44975 -18.07744  0.23
H -1.02020 -6.98115 -12.91469  0.25
H 0.04492 -8.19590 -13.04872  0.25
C 11.66212 -9.85982 -15.61424  -1.32
C 11.00462 -10.10842 -14.22400  0.26
C 11.83691 -9.75718 -12.98815  -0.62
O 11.09130 -10.13977 -11.85376  -0.35
C 11.77104 -9.74534 -10.64900  -0.73
N 9.81544 -9.22686 -14.16966  -0.75
H 10.89026 -10.15160 -16.32642  0.35
H 12.58178 -10.43722 -15.70867  0.35
H 11.88599 -8.79330 -15.63686  0.32
H 10.71849 -11.15511 -14.12078  0.36
H 12.12720 -8.70693 -13.01646  0.29
H 12.69130 -10.42972 -12.91193  0.43
H 11.45120 -8.81436 -10.18095  0.27
H 12.84877 -9.83286 -10.78656  0.33
H 11.45883 -10.48049 -9.90725  0.25
H 10.14228 -8.28359 -14.32306  0.25
H 9.50191 -9.21315 -13.20966  0.31
C 3.38551 1.23244 -5.58405  -1.42
C 4.28424 1.56228 -6.72725  0.43
C 5.77476 1.32143 -6.37481  -0.65
O 6.26245 2.44975 -5.65154  -0.32
C 7.63778 2.27107 -5.33052  -0.81
N 3.90222 0.72124 -7.84170  -0.75
H 3.65632 1.73570 -4.65589  0.34
H 3.46689 0.16390 -5.38481  0.34
H 2.33542 1.43110 -5.79840  0.39
H 4.14238 2.57771 -7.09721  0.25
H 6.36653 1.22552 -7.28514  0.44
H 5.89801 0.45302 -5.72769  0.29
H 8.12597 3.22919 -5.15225  0.30
H 8.26169 1.98388 -6.17690  0.32
H 7.86842 1.59044 -4.51098  0.30
H 4.13148 -0.22640 -7.57806  0.27
H 2.89315 0.71292 -7.79930  0.28
C -3.69028 -3.50688 -8.24838  -1.32
C -4.43176 -4.58354 -7.39352  0.21
C -5.71281 -5.03656 -8.15264  -0.66
O -5.50657 -5.55772 -9.43554  -0.24
C -6.66267 -5.92576 -10.13643  -0.79
N -3.44359 -5.63989 -7.21465  -0.78
H -3.58659 -3.91474 -9.25387  0.32
H -2.70385 -3.24649 -7.86465  0.43
H -4.31219 -2.61178 -8.23750  0.31
H -4.70594 -4.15620 -6.42900  0.35
H -6.22532 -4.08155 -8.26828  0.34
H -6.29808 -5.63354 -7.45323  0.37
H -7.28373 -5.03635 -10.24289  0.32
H -7.25163 -6.72325 -9.68342  0.30
H -6.47334 -6.23363 -11.16477  0.25
H -3.26386 -5.87435 -8.18048  0.32
H -2.57469 -5.16730 -7.01026  0.28
C 5.47902 -16.36920 -16.05126  -1.34
C 5.11364 -15.12726 -15.24738  0.45
C 5.81390 -15.04519 -13.92434  -0.70
O 5.22755 -15.98422 -13.06237  -0.31
C 5.69857 -16.18120 -11.75149  -0.73
N 5.55066 -13.96195 -16.00662  -0.72
H 5.20441 -17.31717 -15.58861  0.33
H 6.54699 -16.39331 -16.26797  0.34
H 4.86559 -16.31609 -16.95069  0.35
H 4.04540 -15.00455 -15.06879  0.29
H 5.68502 -14.06907 -13.45671  0.39
H 6.87636 -15.17355 -14.13119  0.31
H 5.80812 -15.24448 -11.20499  0.30
H 6.70340 -16.60257 -11.78119  0.31
H 4.97760 -16.85148 -11.28350  0.22
H 5.57301 -13.14314 -15.41574  0.27
H 6.50653 -14.06752 -16.31526  0.27
C 14.87925 -7.20477 1.30777  -1.44
C 15.92483 -8.13834 1.88481  0.62
C 17.34332 -7.70162 1.76198  -0.62
O 17.85495 -7.91712 0.46565  -0.32
C 19.20204 -7.60163 0.38308  -0.73
N 15.52062 -8.33792 3.24354  -0.77
H 13.89602 -7.59832 1.56560  0.38
H 14.98745 -7.13986 0.22510  0.34
H 14.98559 -6.19185 1.69611  0.32
H 15.77174 -9.12936 1.45755  0.29
H 17.90641 -8.35312 2.43026  0.30
H 17.47682 -6.67329 2.09785  0.29
H 19.48705 -6.68127 0.89279  0.31
H 19.46583 -7.50303 -0.66992  0.25
H 19.79606 -8.39484 0.83701  0.29
H 15.71270 -7.52672 3.81376  0.24
H 16.12995 -8.98698 3.72052  0.25
C 5.09592 -7.68661 -8.00263  -1.29
C 4.48195 -6.39307 -7.31634  0.37
C 5.52871 -5.73453 -6.37654  -0.75
O 6.79699 -5.59052 -6.97061  -0.27
C 7.88978 -5.34169 -6.08241  -0.74
N 3.90747 -5.50063 -8.25860  -0.71
H 5.20719 -8.46069 -7.24334  0.33
H 6.07960 -7.53990 -8.44868  0.28
H 4.46974 -8.13482 -8.77406  0.40
H 3.74605 -6.80168 -6.62383  0.25
H 5.63237 -6.40496 -5.52339  0.35
H 5.17785 -4.78358 -5.97565  0.39
H 8.76432 -5.31471 -6.73245  0.25
H 8.09137 -6.03766 -5.26811  0.28
H 7.83924 -4.33301 -5.67241  0.29
H 4.60594 -5.24902 -8.94338  0.26
H 3.35157 -6.06358 -8.88643  0.29
C 16.59546 -0.28082 -1.57981  -1.43
C 17.09865 0.95453 -0.77920  0.53
C 18.56441 0.93505 -0.52233  -0.70
O 18.93606 -0.25897 0.03719  -0.29
C 20.26999 -0.31685 0.39671  -0.82
N 16.68941 2.13000 -1.55432  -0.78
H 15.56853 -0.10892 -1.90225  0.42
H 16.67618 -1.15036 -0.92753  0.33
H 17.07802 -0.43810 -2.54443  0.29
H 16.55134 1.03811 0.15972  0.31
H 18.85605 1.78953 0.08836  0.38
H 19.16420 1.07953 -1.42093  0.31
H 20.46209 -1.22782 0.96358  0.26
H 20.58150 0.46541 1.08891  0.32
H 20.91186 -0.43845 -0.47582  0.33
H 16.77172 2.90935 -0.91719  0.28
H 17.42983 2.39361 -2.18864  0.25
C 9.32839 -12.94300 -3.13903  -1.40
C 9.37545 -11.65839 -2.34495  0.59
C 8.04740 -10.92730 -1.97568  -0.85
O 8.16512 -9.68347 -1.30587  -0.35
C 6.89708 -9.28537 -0.74428  -0.71
N 10.21672 -11.91826 -1.23245  -0.79
H 8.79633 -13.68424 -2.54273  0.33
H 10.27719 -13.27644 -3.55937  0.34
H 8.74024 -12.94658 -4.05673  0.38
H 9.92320 -10.91020 -2.91790  0.28
H 7.50932 -11.61756 -1.32598  0.38
H 7.43760 -10.76253 -2.86400  0.37
H 6.53351 -9.82303 0.13142  0.30
H 6.15418 -9.41041 -1.53204  0.30
H 6.94190 -8.22624 -0.49068  0.26
H 9.96847 -11.15837 -0.61517  0.29
H 11.15710 -11.76362 -1.56695  0.27
C 3.60510 1.68426 2.61884  -1.39
C 4.36506 0.90315 3.73369  0.32
C 5.28281 -0.26318 3.28410  -0.73
O 6.27729 0.31440 2.44828  -0.28
C 7.34517 -0.54062 1.97713  -0.78
N 5.03205 1.82570 4.59548  -0.76
H 3.00865 1.01810 1.99549  0.35
H 4.31225 2.21757 1.98352  0.28
H 3.05637 2.52592 3.04144  0.39
H 3.56359 0.44728 4.31501  0.37
H 4.72359 -0.95285 2.65186  0.37
H 5.74772 -0.76083 4.13516  0.38
H 6.98727 -1.35311 1.34478  0.29
H 7.89246 -1.02123 2.78804  0.30
H 8.10482 -0.01011 1.40303  0.26
H 5.51166 1.25944 5.28061  0.28
H 5.79692 2.03278 3.96923  0.36
C -5.85100 -12.89786 -11.70321  -1.30
C -4.90771 -13.01359 -12.94373  0.34
C -3.63288 -13.78221 -12.57392  -0.69
O -3.11154 -13.01684 -11.48420  -0.28
C -2.23256 -13.71797 -10.62375  -0.75
N -5.63338 -13.62973 -14.03415  -0.72
H -6.79948 -12.41056 -11.92909  0.37
H -5.46155 -12.29260 -10.88463  0.33
H -6.03902 -13.88409 -11.27882  0.31
H -4.56466 -12.04075 -13.29588  0.31
H -2.91162 -13.81065 -13.39067  0.36
H -3.97819 -14.75436 -12.22207  0.34
H -1.38879 -14.16623 -11.14837  0.29
H -2.82882 -14.45835 -10.09044  0.32
H -1.81633 -13.08629 -9.83899  0.25
H -5.89667 -14.57102 -13.77967  0.26
H -5.04976 -13.78434 -14.84382  0.27
C 8.12075 -1.98277 -13.61920  -1.37
C 9.66662 -2.24424 -13.85884  0.46
C 10.45706 -2.43071 -12.56542  -0.65
O 11.80966 -2.25857 -12.91204  -0.33
C 12.64173 -2.48531 -11.76597  -0.74
N 9.91387 -3.29536 -14.83283  -0.77
H 7.64110 -2.04802 -14.59581  0.35
H 7.92071 -1.02123 -13.14641  0.38
H 7.60011 -2.73753 -13.02982  0.31
H 9.95910 -1.28112 -14.27714  0.21
H 10.31073 -3.40733 -12.10399  0.39
H 10.07919 -1.70081 -11.84948  0.37
H 13.70522 -2.41657 -11.99487  0.26
H 12.57351 -3.51371 -11.41121  0.29
H 12.40160 -1.66345 -11.09147  0.30
H 10.89206 -3.10285 -14.99463  0.27
H 9.57562 -3.05948 -15.75480  0.27

Multiplicity = 1
Relative energy (zero: lowest compared OMol25 entry of this formula, charge and spin) = 645.8 kJ/mol
HOMO level = -0.338 Eh
SMILES = COC[C@H](C)N.COC[C@H](C)N.COC[C@H](C)N.COC[C@H](C)N.COC[C@H](C)N.COC[C@H](C)N.COC[C@H](C)N.COC[C@H](C)N.COC[C@H](C)N.COC[C@H](C)N.COC[C@H](C)N.COC[C@H](C)N
E = -94356.58495 eV

***

[2]
2 unconnected molecules or ions with the total composition CH6NO. Source: OMol25; level of theory: ωB97M-V/def2-TZVPD.

Last column: Mulliken charge in e.
CARTESIAN COORDINATES (ANGSTROEM)
C -0.21039 1.57969 -0.02300  0.06
N 0.27997 0.56436 -0.71743  -0.14
H -0.82980 1.27549 0.86162  0.25
H 0.14701 2.56800 -0.34642  0.31
H 0.89043 0.74279 -1.53004  0.30
H -0.10316 -0.39004 -0.45922  0.30
H 0.38534 -1.94012 1.44723  0.46
H -0.44098 -2.55342 0.10463  0.47
O -0.11842 -1.84676 0.66263  -0.03

Multiplicity = 2
Relative energy (zero: lowest compared OMol25 entry of this formula, charge and spin) = 270.4 kJ/mol
Net charge = +2
HOMO level (spin up / spin down) = -0.885 / -0.882 Eh
E = -4646.75054 eV